(1)
87
Properties=species:S:1:pos:R:3:forces:R:3:lowdin_charge:R:1 method="wB97M-V/def2-TZVPD" orbital_gap_ev=6.53 total_charge=+2 lumo_ev=-5.9
Re 0.682755 0.387042 -0.529739 0.20 -0.39 0.13 1.28
Ge -2.399523 -0.610317 -0.790343 0.13 0.30 -0.16 0.98
O -0.161149 4.353887 -0.782327 0.36 -0.11 -0.51 0.06
O 0.290439 2.246577 -1.334353 0.04 0.39 0.12 -0.15
N -1.510400 5.195967 1.213128 -0.32 0.25 0.44 0.10
N -2.166873 7.357757 0.828654 -0.03 0.01 -0.04 0.21
N 1.411588 1.718619 1.015596 0.22 0.09 -0.14 -0.01
N -2.619893 6.387282 2.865703 -0.05 0.05 0.03 0.22
C -3.612538 0.861676 -0.453497 -0.03 -0.04 0.06 -0.28
C 1.429905 3.137864 0.560790 0.01 0.07 0.02 -0.24
C -4.389971 -2.675137 -1.067757 0.03 -0.01 -0.03 -0.11
C -2.795907 -4.697430 -0.019723 -0.01 0.02 -0.01 -0.07
C -5.368029 2.976265 0.032731 -0.02 0.02 0.00 -0.07
C 1.151666 -5.687079 1.428681 0.01 -0.01 0.01 -0.05
C 2.742577 -2.017427 0.041314 0.04 -0.04 0.07 -0.07
C 5.612153 -1.732997 -0.182490 -0.01 -0.02 0.03 -0.02
C 3.322345 -6.180150 2.348006 0.02 0.02 -0.01 -0.05
C 6.919587 -1.626665 -0.611850 0.01 -0.01 0.00 -0.06
C -3.265151 2.166040 -0.814652 -0.04 -0.02 0.00 -0.12
C 6.968031 -3.994421 -1.055999 0.00 -0.01 0.01 -0.05
C -4.144699 3.213470 -0.581118 0.04 0.02 0.00 -0.08
C 5.663704 -4.109763 -0.607507 -0.02 -0.02 -0.01 -0.02
C -4.869549 -3.975453 -1.004281 -0.02 0.02 -0.01 -0.06
C 7.598713 -2.758376 -1.051151 0.00 0.01 -0.01 -0.05
C 0.574972 0.656757 -4.306146 -0.03 0.11 -0.08 -0.05
C 3.033139 -4.272399 0.898120 0.04 0.04 0.00 -0.17
C -0.713442 1.186536 -4.268470 0.04 0.00 -0.03 -0.03
C -5.711076 1.689234 0.418767 0.01 0.00 0.00 -0.06
C -0.019223 -0.818700 -2.491331 0.00 -0.39 0.01 -0.26
C 1.304292 4.158934 1.685178 -0.04 0.02 0.02 -0.13
C -1.305148 -0.232490 -2.407145 -0.22 0.04 -0.17 -0.27
C 1.937653 -1.083483 -0.143570 -0.13 0.31 -0.16 -0.13
C -1.255713 3.979978 1.977198 0.00 0.16 -0.02 -0.14
C 1.977413 -6.490008 2.209230 -0.03 0.00 -0.01 -0.04
C 0.119448 4.000101 2.644600 -0.03 0.01 -0.05 -0.15
C 0.421320 3.302008 -0.586552 0.00 -0.48 -0.15 -0.55
C 3.852151 -5.080332 1.694500 0.03 -0.01 0.03 -0.01
C 3.571374 -3.071766 0.251249 -0.07 0.01 0.05 -0.09
C -0.703349 -0.289831 0.178045 -0.35 -0.08 0.44 -0.31
C 1.672404 -4.582518 0.785957 0.01 0.04 -0.01 -0.01
C -4.837865 0.637449 0.174367 0.02 -0.04 0.00 -0.10
C -2.098554 6.297405 1.640150 0.03 -0.16 0.05 -0.42
C -3.108610 -2.379265 -0.602958 0.05 -0.11 0.04 -0.30
C 0.915991 -0.356230 -3.436045 0.07 0.00 -0.06 -0.07
C 4.971309 -2.978332 -0.161096 0.01 0.04 -0.07 -0.18
C -4.073313 -4.983846 -0.481187 0.01 -0.04 0.00 -0.06
C -1.637145 0.760192 -3.326832 0.06 0.02 0.07 -0.09
C -2.314424 -3.398595 -0.079128 -0.02 0.00 0.00 -0.11
H -5.119969 -0.364501 0.476650 0.00 0.01 0.00 0.10
H -2.177642 -5.488633 0.383589 -0.01 0.00 0.01 0.10
H -1.812039 7.305159 -0.111193 0.00 0.00 0.01 0.13
H -5.863128 -4.202287 -1.367371 0.00 0.00 0.01 0.11
H -6.663650 1.500576 0.896262 0.01 0.00 0.00 0.11
H -6.062021 3.791093 0.196421 0.01 -0.01 0.00 0.11
H -5.016843 -1.898295 -1.490676 -0.01 0.00 0.00 0.10
H 2.334635 1.444367 1.334619 0.03 0.01 0.09 0.12
H 1.039109 -3.950487 0.177597 -0.02 -0.01 -0.04 0.10
H 5.167370 -5.069895 -0.644760 -0.01 0.00 0.03 0.12
H 0.795864 1.609652 1.813520 -0.07 -0.05 0.04 0.10
H 8.620275 -2.673428 -1.397131 0.00 0.00 0.01 0.12
H -1.354110 3.162029 1.261210 -0.04 -0.09 0.06 0.11
H -2.621338 5.602857 3.491057 0.00 -0.01 0.01 0.12
H 0.101806 -5.927338 1.328062 0.01 -0.01 -0.01 0.10
H -2.668385 8.188246 1.090505 0.02 0.01 0.01 0.13
H 7.415632 -0.665558 -0.604016 0.00 -0.01 0.00 0.11
H 1.567987 -7.354513 2.714966 0.00 0.01 0.00 0.12
H 3.959278 -6.791884 2.972224 0.00 0.00 0.00 0.12
H 7.492071 -4.870492 -1.413276 -0.01 0.01 0.00 0.12
H 0.220018 3.104824 3.266126 0.00 -0.02 -0.03 0.12
H 0.160373 4.843296 3.337964 -0.01 -0.05 0.07 0.12
H -2.614755 1.223889 -3.296723 -0.01 -0.05 -0.05 0.11
H 2.399289 3.287804 0.076965 0.00 0.04 -0.01 0.17
H 0.175698 -1.765191 -1.995409 -0.04 0.08 -0.09 0.10
H -1.057096 5.191898 0.298618 0.01 0.00 -0.07 0.09
H -3.881753 4.212451 -0.906283 0.00 0.03 0.02 0.10
H 2.223928 4.152183 2.273251 0.00 0.00 -0.01 0.13
H -4.448776 -5.997625 -0.435443 0.00 0.01 0.00 0.11
H 1.888535 -0.829582 -3.495521 0.00 -0.02 0.00 0.12
H -2.041221 3.814795 2.714664 -0.03 0.01 -0.01 0.13
H -1.319203 -3.174874 0.288843 0.02 0.01 0.03 0.08
H -0.996280 1.948132 -4.984371 0.01 0.01 0.02 0.12
H -3.104004 7.216611 3.162273 0.00 0.00 0.01 0.13
H -2.317949 2.369443 -1.301049 0.03 0.02 0.02 0.08
H 4.893100 -4.824341 1.836386 0.01 0.00 -0.03 0.12
H 1.287492 1.012105 -5.037858 0.00 0.01 0.01 0.12
H 5.078636 -0.858584 0.167978 0.00 -0.01 0.00 0.11
H 1.255685 5.138069 1.206612 0.03 0.02 0.01 0.13

---

(2)
88
Properties=species:S:1:pos:R:3:forces:R:3:lowdin_charge:R:1 method="wB97M-V/def2-TZVPD" orbital_gap_ev=7.09 lumo_ev=-1.0
Si 3.310017 1.513585 -0.095858 0.03 0.17 -0.31 0.51
Si 1.951524 1.264234 2.865045 -0.05 0.37 0.24 0.50
Al 0.056541 0.123374 0.215747 0.38 -0.31 -0.42 0.01
N -5.040671 0.852644 8.625245 -0.08 0.03 0.24 0.16
N -0.759379 1.795233 -0.656296 0.87 -0.53 -1.44 0.03
N 0.606210 -1.777910 0.562783 0.23 -0.26 0.25 0.10
N -1.598328 -0.999879 -0.710298 -0.92 -0.40 -0.27 0.07
N -0.433924 1.955642 -1.873123 -0.82 1.02 1.06 0.14
C -2.037802 3.828434 -0.983550 0.10 -0.19 -0.11 -0.02
C 1.390604 3.014672 3.416654 0.07 -0.67 -0.16 -0.17
C 1.713545 1.188948 0.948851 0.45 -0.21 0.38 -0.36
C 3.327821 3.378167 -0.545204 -0.05 -0.71 0.25 -0.18
C 2.049442 -3.458906 1.426886 -0.08 -0.35 -0.04 -0.01
C 1.014587 -0.057235 3.892923 0.26 0.48 -0.38 -0.16
C -3.969856 0.461895 6.335114 0.46 -0.13 -0.92 -0.24
C 0.480635 -0.269024 -1.815911 0.38 1.07 0.12 -0.08
C 1.171946 -4.454959 1.060010 0.11 0.37 0.02 0.02
C 1.191960 -1.154816 -3.965881 -0.11 -0.08 0.04 -0.07
C -3.670601 -0.894586 4.375528 0.06 -0.02 -0.18 -0.02
C -0.011334 -4.106213 0.394546 0.03 0.60 -0.02 -0.13
C 3.480313 0.568826 -1.750202 -0.19 0.30 0.61 -0.17
C -4.247547 -0.701221 5.611754 -0.05 0.16 0.24 -0.02
C -2.804270 0.061939 3.840248 -0.15 0.08 0.36 -0.24
C 3.715874 1.177801 3.614475 -0.45 -0.03 -0.50 -0.20
C 0.956280 -1.309464 -2.610209 -0.07 -0.01 0.17 -0.11
C -3.450089 -2.842714 -1.710320 0.12 0.40 0.06 0.01
C -1.720272 2.960312 1.239724 0.24 -0.17 -0.41 -0.03
C -3.044703 4.937909 0.879209 0.01 0.01 0.06 -0.08
C -2.535114 1.226858 4.571295 -0.07 -0.15 -0.08 -0.02
C 5.024220 1.146974 0.684059 -0.67 0.12 0.00 -0.19
C 0.162385 0.918094 -2.511292 0.84 -1.46 -0.57 -0.30
C 0.938000 0.057647 -4.605151 0.09 -0.04 -0.19 -0.09
C -2.506806 3.986406 1.731014 -0.05 0.15 0.05 -0.07
C -3.108529 1.426078 5.802419 -0.20 -0.06 0.27 -0.01
C -3.613561 -1.488544 -1.894772 -0.11 -0.42 -0.04 -0.01
C -2.802154 4.859569 -0.483477 0.07 -0.07 0.06 -0.08
C -2.325429 -3.291664 -1.003447 0.23 0.47 0.12 -0.13
C -0.248707 -2.731683 0.167263 0.11 -0.87 0.18 -0.12
C 0.411803 1.099265 -3.881127 -0.16 0.11 0.20 -0.02
C -1.485568 2.863491 -0.131351 -0.92 1.31 0.42 -0.22
C -2.071544 -4.668203 -0.739857 0.25 -0.33 0.17 -0.01
C 1.726692 -2.130797 1.152603 0.23 0.02 0.06 -0.07
C -2.114989 -0.101249 2.615153 0.43 -0.18 -0.83 -0.08
C -1.420854 -2.318657 -0.525620 -0.72 -0.35 -0.34 -0.13
C -0.966733 -5.060480 -0.062673 -0.33 -0.06 -0.19 -0.01
C -1.335625 -0.073156 1.677039 0.07 0.37 0.72 0.03
C -2.666711 -0.607556 -1.376389 0.17 0.11 0.16 -0.06
C -4.552461 0.674262 7.601696 -0.38 0.07 0.65 -0.20
H -2.893609 2.318698 6.371149 0.00 0.06 0.04 0.12
H 3.644045 1.185157 4.699162 -0.21 0.00 0.17 0.03
H 0.378778 3.242690 3.101622 -0.27 0.06 -0.09 0.00
H -0.050845 0.120755 3.898130 -0.18 0.02 -0.02 -0.01
H 4.309060 2.039654 3.329411 0.14 0.15 -0.10 0.01
H -1.851855 3.740086 -2.042136 -0.06 0.07 -0.04 0.10
H -2.788791 0.458873 -1.506076 -0.01 0.10 0.02 0.12
H -4.912663 -1.442870 6.034769 0.01 0.01 -0.02 0.12
H 3.283191 -0.490171 -1.633206 -0.01 -0.24 0.03 0.02
H -3.877498 -1.794627 3.812559 0.02 0.00 -0.01 0.12
H -3.644486 5.744844 1.268700 -0.10 0.06 0.11 0.10
H 4.489274 0.676154 -2.134467 0.28 0.12 0.04 0.03
H 1.353440 -0.053234 4.925539 0.21 0.10 0.14 0.03
H 5.047453 0.201042 1.211910 0.03 -0.25 0.16 0.01
H 1.591208 -1.984463 -4.533416 0.02 -0.05 -0.08 0.10
H -2.790208 -5.393575 -1.092183 -0.04 -0.10 -0.02 0.12
H 2.384144 -1.316306 1.418944 0.11 0.03 0.06 0.11
H 2.976144 -3.692705 1.927887 0.06 0.03 0.03 0.11
H 0.179853 2.054773 -4.329320 -0.03 0.07 -0.10 0.11
H -2.707509 4.048032 2.790086 0.04 -0.01 0.12 0.10
H 1.194491 2.150348 0.796897 0.22 0.15 0.12 -0.02
H -1.285394 2.215985 1.884592 -0.06 0.03 0.14 0.06
H -1.856115 1.956442 4.157598 0.08 0.07 -0.01 0.10
H 1.162968 -1.061105 3.506180 0.02 -0.21 -0.06 0.01
H 4.212131 3.660833 -1.108247 0.21 -0.04 -0.12 0.02
H -3.210332 5.595038 -1.160206 -0.06 0.07 -0.03 0.10
H 3.299132 3.988516 0.353068 -0.02 0.12 0.21 0.02
H -0.783366 -6.104907 0.141953 0.00 -0.11 -0.02 0.12
H 5.329514 1.922175 1.375456 0.05 0.13 0.23 0.01
H -4.167604 -3.552554 -2.094081 -0.07 -0.07 -0.03 0.12
H 2.041270 3.759085 2.963703 0.14 0.10 -0.13 0.02
H 5.779321 1.097457 -0.095176 -0.01 0.03 -0.26 0.02
H -4.471410 -1.100751 -2.420330 -0.05 0.06 -0.07 0.11
H 1.444057 3.148646 4.493302 0.03 -0.06 0.23 0.03
H 2.459569 3.635760 -1.143480 -0.25 0.04 -0.14 0.02
H 2.807481 0.949000 -2.506413 -0.23 0.04 -0.22 0.01
H 1.165500 -2.275345 -2.159131 0.15 -0.07 0.01 0.10
H 1.384953 -5.493234 1.268270 0.03 -0.09 0.02 0.12
H 1.147412 0.166823 -5.659834 0.00 0.03 -0.04 0.10
H 4.267995 0.287703 3.335069 0.14 -0.21 -0.06 0.01